# 1
{
  "formula": "C5H20NO6",
  "method": "the ωB97M-V functional and the def2-TZVPD basis",
  "species": ["C", "N", "C", "O", "C", "C", "C", "O", "H", "H", "H", "H", "H", "H", "H", "H", "H", "H", "H", "H", "H", "H", "O", "H", "H", "O", "H", "H", "O", "H", "H", "O"],
  "positions_angstrom": [[-0.493, 0.475, -0.638], [0.116, -0.435, -1.615], [0.361, -1.902, -1.232], [0.195, -2.334, 0.053], [0.383, 0.829, 0.590], [0.017, 2.228, 1.152], [-1.455, 2.230, 1.603], [-2.221, 3.053, 0.709], [-1.359, -0.077, -0.262], [-1.038, 1.291, -1.097], [1.096, -0.174, -1.769], [1.377, -2.114, -1.587], [-0.376, -2.411, -1.853], [0.200, 0.083, 1.366], [1.434, 0.687, 0.315], [0.589, 2.299, 2.099], [0.261, 3.070, 0.493], [-1.447, 2.634, 2.627], [-1.885, 1.216, 1.559], [-1.850, 3.035, -0.170], [-0.402, 0.309, -3.535], [-0.519, 1.826, -3.233], [-0.446, 1.192, -3.943], [-1.336, -2.160, 0.256], [-2.872, -2.391, 0.890], [-2.354, -2.113, 0.139], [3.017, -1.866, 1.042], [3.206, -0.730, 0.075], [3.621, -1.573, 0.287], [1.027, -2.062, 1.100], [1.508, -2.389, 2.631], [1.646, -1.726, 1.948]],
  "total_energy_ev": -19285.07465,
  "homo_lumo_gap_ev": 8.2731,
  "charge": -1,
  "fmax_ev_per_a": 2.34
}

# 2
{
  "formula": "C27H47NOPPb",
  "method": "the ωB97M-V functional and the def2-TZVPD basis",
  "species": ["Pb", "C", "C", "C", "H", "C", "C", "H", "H", "H", "H", "C", "C", "C", "H", "C", "C", "H", "H", "H", "H", "O", "C", "C", "C", "C", "C", "H", "H", "H", "H", "H", "H", "H", "H", "H", "H", "C", "C", "C", "C", "P", "N", "C", "C", "C", "C", "C", "C", "C", "C", "H", "H", "H", "H", "H", "H", "H", "H", "H", "H", "H", "H", "H", "H", "H", "H", "H", "H", "H", "H", "H", "H", "H", "H", "H", "H", "H"],
  "positions_angstrom": [[-0.030, -0.579, 0.397], [2.637, 0.710, 1.342], [3.120, -0.199, 0.361], [2.784, 0.315, -0.923], [3.688, -1.117, 0.561], [2.089, 1.543, -0.728], [1.990, 1.777, 0.665], [1.531, 2.653, 1.146], [2.783, 0.627, 2.421], [3.061, -0.124, -1.881], [1.737, 2.213, -1.520], [-2.884, 0.687, 0.908], [-2.016, 1.762, 1.298], [-1.444, 2.309, 0.108], [-1.867, 2.127, 2.306], [-1.968, 1.596, -1.010], [-2.845, 0.584, -0.514], [-3.418, -0.121, -1.120], [-3.499, 0.095, 1.584], [-0.755, 3.148, 0.064], [-1.785, 1.829, -2.058], [0.274, -2.537, -0.952], [-0.290, -0.500, -4.475], [0.309, -1.771, -4.068], [0.495, 0.640, -4.023], [-1.732, -0.524, -4.266], [0.549, -2.679, -2.237], [1.371, -1.820, -4.323], [-0.241, -2.627, -4.480], [-0.022, -3.568, -2.592], [1.662, -2.714, -2.386], [0.734, 1.407, -4.817], [1.474, 0.345, -3.673], [0.006, 1.273, -3.225], [-2.362, -0.428, -5.199], [-2.178, 0.291, -3.608], [-2.059, -1.479, -3.868], [-2.668, -2.826, 3.109], [-1.457, -3.296, 3.939], [-1.882, -3.545, 5.391], [-0.954, -4.588, 3.275], [-0.086, -1.992, 3.811], [0.009, -1.609, 2.286], [-0.485, -0.499, 4.901], [-0.203, -0.783, 6.387], [0.344, 0.714, 4.441], [-1.954, -0.089, 4.730], [1.576, -2.727, 4.332], [1.445, -3.615, 5.577], [2.149, -3.556, 3.168], [2.589, -1.603, 4.597], [-3.309, -3.695, 2.899], [-2.319, -2.417, 2.153], [-3.279, -2.075, 3.620], [-2.617, -4.366, 5.403], [-1.049, -3.850, 6.035], [-2.371, -2.670, 5.836], [-0.564, -4.353, 2.276], [-0.193, -5.120, 3.855], [-1.808, -5.270, 3.151], [0.860, -0.945, 6.597], [-0.514, 0.102, 6.965], [-0.775, -1.636, 6.772], [0.266, 0.840, 3.353], [-0.066, 1.612, 4.927], [1.400, 0.646, 4.717], [-2.194, 0.062, 3.669], [-2.662, -0.795, 5.177], [-2.095, 0.875, 5.243], [0.845, -4.511, 5.384], [2.455, -3.955, 5.860], [1.030, -3.083, 6.441], [2.065, -2.991, 2.232], [3.210, -3.757, 3.376], [1.643, -4.517, 3.045], [2.638, -0.920, 3.739], [2.394, -1.039, 5.514], [3.584, -2.059, 4.709]],
  "total_energy_ev": -46830.64149,
  "homo_lumo_gap_ev": [4.1963, 4.1984],
  "charge": -1,
  "fmax_ev_per_a": 6.33
}

# 3
{
  "formula": "C4H7NO2",
  "method": "the ωB97M-V functional and the def2-TZVPD basis",
  "species": ["C", "C", "C", "O", "C", "O", "N", "H", "H", "H", "H", "H", "H", "H"],
  "positions_angstrom": [[1.232, -0.374, 1.203], [0.615, 0.212, -0.046], [-0.496, -1.719, -0.794], [0.414, -0.821, -1.061], [-0.687, 0.974, 0.243], [-0.916, 1.448, 1.339], [-1.488, 1.148, -0.842], [0.539, -1.080, 1.668], [2.169, -0.886, 0.961], [1.437, 0.434, 1.908], [1.313, 0.903, -0.531], [-0.400, -2.387, -1.678], [-1.322, 0.625, -1.686], [-2.410, 1.523, -0.686]],
  "total_energy_ev": -9844.02483,
  "homo_lumo_gap_ev": 9.3883,
  "fmax_ev_per_a": 0.52
}

# 4
{
  "formula": "C5H7NO",
  "method": "the ωB97M-V functional and the def2-TZVPD basis",
  "species": ["O", "C", "C", "N", "C", "C", "C", "H", "H", "H", "H", "H", "H", "H"],
  "positions_angstrom": [[0.153, -1.705, 0.957], [0.004, -1.875, -0.268], [0.532, 0.383, 1.511], [0.140, 0.842, 0.329], [0.825, 0.360, -0.897], [-0.380, -0.567, -1.075], [-1.179, 0.372, -0.177], [1.593, 0.475, 1.750], [-0.161, 0.458, 2.339], [1.790, -0.134, -0.727], [0.939, 1.171, -1.618], [-0.734, -0.851, -2.065], [-1.725, 1.193, -0.640], [-1.797, -0.122, 0.583]],
  "total_energy_ev": -8831.10553,
  "homo_lumo_gap_ev": [6.7833, 6.6646],
  "fmax_ev_per_a": 1.06
}

# 5
{
  "formula": "C17H24N4O3",
  "method": "the ωB97M-V functional and the def2-TZVPD basis",
  "species": ["C", "N", "C", "C", "C", "C", "C", "C", "C", "C", "C", "C", "N", "C", "O", "H", "H", "H", "H", "H", "H", "H", "H", "H", "H", "H", "H", "H", "H", "C", "N", "C", "O", "C", "N", "C", "C", "O", "H", "H", "H", "H", "H", "H", "H", "H", "H", "H"],
  "positions_angstrom": [[-2.030, 2.431, 0.001], [-3.339, 1.755, 0.049], [-3.619, 0.896, -1.117], [-3.745, 1.213, 1.367], [-2.950, -0.009, 1.768], [-3.445, -1.282, 1.876], [-2.335, -2.112, 2.268], [-1.247, -1.283, 2.368], [0.126, -1.646, 2.718], [0.503, -2.956, 3.035], [1.835, -3.196, 3.365], [2.748, -2.140, 3.367], [2.392, -0.887, 3.048], [1.107, -0.643, 2.740], [-1.613, 0.006, 2.078], [-1.883, 2.920, -0.967], [-1.220, 1.715, 0.153], [-1.966, 3.195, 0.782], [-2.954, 0.027, -1.124], [-3.467, 1.453, -2.048], [-4.655, 0.545, -1.096], [-4.808, 0.954, 1.336], [-3.622, 1.981, 2.138], [-4.467, -1.595, 1.686], [-2.359, -3.182, 2.442], [-0.212, -3.774, 3.034], [2.173, -4.194, 3.624], [3.782, -2.339, 3.630], [0.836, 0.378, 2.491], [1.405, 1.743, -5.044], [1.547, 1.382, -3.635], [0.534, 1.008, -2.846], [-0.619, 0.919, -3.260], [0.835, 0.635, -1.386], [2.059, -0.145, -1.145], [3.302, 0.329, -1.213], [4.406, -0.609, -0.784], [3.569, 1.454, -1.614], [0.900, 0.939, -5.582], [0.806, 2.651, -5.131], [2.386, 1.915, -5.490], [2.459, 1.478, -3.198], [0.908, 1.565, -0.822], [-0.019, 0.075, -1.004], [1.944, -1.089, -0.815], [4.279, -0.852, 0.270], [4.368, -1.516, -1.383], [5.365, -0.113, -0.930]],
  "total_energy_ev": -30121.27872,
  "homo_lumo_gap_ev": 8.3371,
  "smiles": "CN(C)Cc1ccc(-c2cccnc2)o1.CNC(=O)CNC(C)=O",
  "fmax_ev_per_a": 1.80
}

# 6
{
  "formula": "C5H10O",
  "method": "the ωB97M-V functional and the def2-TZVPD basis",
  "species": ["C", "C", "C", "C", "H", "H", "H", "H", "H", "H", "H", "H", "C", "O", "H", "H"],
  "positions_angstrom": [[0.261, -0.608, -1.112], [-0.706, 0.019, -0.470], [-1.973, -0.117, 0.248], [-1.584, 1.189, -0.457], [0.403, -1.679, -0.994], [0.898, -0.076, -1.812], [-2.706, -0.777, -0.205], [-2.004, -0.080, 1.335], [-2.042, 1.436, -1.410], [-1.378, 2.043, 0.185], [0.753, 0.778, 1.677], [0.075, 0.889, 1.398], [2.493, -0.757, 0.397], [2.542, 0.009, 1.327], [2.107, -1.788, 0.500], [2.861, -0.481, -0.608]],
  "total_energy_ev": -7390.43985,
  "homo_lumo_gap_ev": 10.5481,
  "smiles": "C=C1CC1.[H][H].C=O",
  "fmax_ev_per_a": 0.66
}

# 7
{
  "formula": "C12H17F9NiO8",
  "method": "the ωB97M-V functional and the def2-TZVPD basis",
  "species": ["Ni", "O", "H", "O", "H", "C", "C", "O", "C", "O", "C", "F", "F", "F", "H", "H", "H", "H", "H", "C", "C", "O", "C", "O", "C", "F", "F", "F", "H", "H", "H", "H", "H", "C", "C", "O", "C", "O", "C", "F", "F", "F", "H", "H", "H", "H", "H"],
  "positions_angstrom": [[-1.685, -1.626, 2.310], [-0.218, -2.138, 3.745], [0.604, -1.751, 3.386], [-0.710, -0.608, 1.017], [-0.001, -0.064, 0.622], [0.522, 2.598, 2.227], [0.350, 1.611, 3.305], [0.574, 2.240, 4.561], [0.282, 1.622, 5.677], [-0.254, 0.492, 5.743], [0.413, 2.547, 6.904], [0.682, 3.755, 6.419], [-0.708, 2.538, 7.580], [1.506, 2.207, 7.626], [0.212, 2.244, 1.244], [1.576, 2.856, 2.129], [-0.082, 3.500, 2.332], [0.956, 0.711, 3.196], [-0.632, 1.142, 3.230], [-0.305, -2.597, -1.990], [0.931, -1.991, -1.267], [2.149, -2.673, -1.524], [3.153, -2.100, -2.303], [3.036, -1.031, -2.888], [4.381, -2.946, -2.537], [4.206, -4.177, -2.005], [4.562, -3.056, -3.853], [5.427, -2.378, -1.916], [-1.289, -2.291, -1.635], [-0.351, -3.675, -1.837], [-0.321, -2.347, -3.051], [0.625, -2.194, -0.241], [0.958, -0.902, -1.295], [-0.941, 1.610, -1.760], [-2.496, 1.316, -1.882], [-2.729, 0.346, -2.913], [-2.636, 0.600, -4.214], [-2.419, 1.699, -4.747], [-2.921, -0.585, -5.080], [-3.830, -1.420, -4.591], [-3.364, -0.109, -6.252], [-1.800, -1.165, -5.209], [-0.469, 0.670, -1.472], [-0.713, 2.355, -0.997], [-0.440, 1.953, -2.665], [-2.905, 2.277, -2.192], [-2.886, 0.934, -0.939]],
  "total_energy_ev": -94586.91185,
  "homo_lumo_gap_ev": [6.6910, 4.4934],
  "multiplicity": 4,
  "charge": 1,
  "fmax_ev_per_a": 5.10
}

# 8
{
  "formula": "C4H7N3OS",
  "method": "the ωB97M-V functional and the def2-TZVPD basis",
  "species": ["C", "C", "C", "C", "N", "N", "N", "O", "S", "H", "H", "H", "H", "H", "H", "H"],
  "positions_angstrom": [[-1.577, -1.615, 0.655], [0.142, -0.546, -0.417], [-1.132, 0.515, 1.538], [2.008, 0.214, -1.582], [-2.000, -2.717, 0.469], [-0.827, -0.616, 0.758], [1.236, 0.143, -0.292], [-0.265, -1.155, -1.391], [1.631, 1.242, 0.973], [-0.281, 0.637, 2.106], [-1.148, 1.374, 0.917], [-2.128, 0.371, 2.040], [2.200, -0.804, -1.894], [1.452, 0.656, -2.355], [2.968, 0.570, -1.326], [-2.474, -3.280, -0.307]],
  "total_energy_ev": -21608.93537,
  "homo_lumo_gap_ev": [5.3413, 7.0460],
  "multiplicity": 3,
  "fmax_ev_per_a": 5.81
}